The following is a quantum chemistry calculation of a structure of composition C38H41N10O4S2W, from the Open Molecules 2025 dataset.

orbital gap (spin up / spin down): 5.939 / 5.794 eV

ORCA input file:
```
! wB97M-V def2-TZVPD RIJCOSX def2/J DEFGRID3
* xyz 3 1
W 0.009 0.438 0.141
C 2.734 0.219 -2.446
C 1.318 0.121 -2.929
C 1.134 0.162 -4.312
C -0.116 0.028 -4.870
C -1.182 -0.229 -4.023
C -0.953 -0.307 -2.668
N 0.261 -0.063 -2.102
C -1.990 -0.780 -1.737
C -3.203 -1.318 -2.122
C -4.026 -1.891 -1.164
C -3.605 -1.918 0.153
C -2.398 -1.328 0.487
N -1.613 -0.760 -0.444
C -1.851 -1.291 1.847
C -2.647 -1.557 2.937
C -2.086 -1.508 4.204
C -0.733 -1.291 4.294
C 0.043 -1.060 3.158
C 1.523 -1.004 3.373
N -0.529 -0.961 1.932
H 3.205 -0.762 -2.543
H 2.833 0.547 -1.425
H 3.295 0.894 -3.091
H 2.005 0.301 -4.938
H -0.255 0.086 -5.941
H -2.174 -0.380 -4.422
H -3.496 -1.325 -3.161
H -4.967 -2.341 -1.449
H -4.199 -2.416 0.904
H -3.695 -1.779 2.811
H -2.687 -1.672 5.089
H -0.233 -1.322 5.253
H 1.768 -1.678 4.193
H 1.857 -0.010 3.679
H 2.090 -1.314 2.507
O 1.866 3.752 2.504
C 3.003 3.092 2.851
C 3.849 3.745 3.741
C 5.032 3.154 4.129
C 5.406 1.900 3.634
C 4.577 1.250 2.755
C 3.356 1.826 2.352
C 2.483 1.076 1.462
O 1.199 1.468 1.330
N 2.869 0.011 0.855
N 1.775 -0.639 0.247
C 2.087 -1.859 -0.144
S 0.900 -2.942 -0.758
C 2.115 -4.125 -1.413
C 3.295 -4.148 -0.464
S 3.688 -2.441 0.028
H 1.348 3.188 1.917
H 3.553 4.717 4.114
H 5.678 3.669 4.828
H 6.336 1.446 3.945
H 4.843 0.278 2.362
H 2.398 -3.794 -2.411
H 1.629 -5.097 -1.480
H 4.180 -4.558 -0.948
H 3.087 -4.719 0.439
N -0.725 2.056 -0.984
C -1.114 2.958 -1.606
N -1.542 3.955 -2.295
C -1.683 5.320 -1.724
C -3.157 5.679 -1.738
O -3.683 5.564 -3.043
C -3.602 4.251 -3.551
C -2.154 3.796 -3.637
H -1.124 5.998 -2.369
H -1.265 5.345 -0.719
H -3.292 6.713 -1.427
H -3.709 5.026 -1.047
H -4.041 4.267 -4.546
H -4.177 3.560 -2.918
H -1.601 4.435 -4.326
H -2.068 2.758 -3.957
N 2.127 2.800 -1.050
H 1.872 3.696 -0.642
H 2.151 2.949 -2.056
H 3.103 2.664 -0.792
N -5.797 2.733 4.040
C -4.530 2.439 4.389
O -4.146 2.300 5.528
C -3.523 2.212 3.271
C -2.187 2.213 3.636
C -1.222 1.870 2.713
N -1.517 1.516 1.448
C -2.810 1.577 1.082
C -3.828 1.922 1.947
H -6.453 2.916 4.784
H -6.079 2.959 3.104
H -1.916 2.461 4.654
H -0.181 1.860 2.992
H -3.035 1.349 0.048
H -4.843 1.932 1.571
*
```

Computed Löwdin charges, given in elementary charges: W 1.7363; C -0.0324; C -0.2595; C 0.0161; C 0.0063; C 0.0077; C -0.2285; N 0.0173; C -0.2038; C 0.0391; C 0.0192; C 0.0418; C -0.2131; N -0.0442; C -0.2154; C 0.0240; C 0.0197; C 0.0173; C -0.2510; C 0.0149; N 0.0595; H 0.0948; H 0.0271; H 0.1042; H 0.1376; H 0.1363; H 0.1230; H 0.1257; H 0.1378; H 0.1300; H 0.1263; H 0.1402; H 0.1404; H 0.1101; H 0.1020; H 0.0590; O 0.0687; C -0.2421; C 0.0139; C -0.0251; C -0.0510; C -0.0151; C -0.1056; C -0.4247; O -0.2760; N 0.0333; N -0.2841; C -0.9270; S 1.0000; C -0.4538; C -0.4507; S 1.0613; H 0.0542; H 0.1332; H 0.1250; H 0.1181; H 0.1169; H 0.0895; H 0.0985; H 0.0999; H 0.0941; N 0.0673; C -0.1536; N -0.0405; C -0.0634; C -0.1691; O -0.0942; C -0.1730; C -0.0664; H 0.1454; H 0.1386; H 0.1462; H 0.1301; H 0.1450; H 0.1318; H 0.1457; H 0.1228; N 0.0513; H 0.0429; H 0.0409; H 0.0516; N 0.2031; C -0.4864; O 0.1034; C -0.0814; C 0.0509; C -0.0763; N -0.0578; C -0.1253; C 0.0263; H 0.1363; H 0.1033; H 0.1433; H 0.1106; H 0.1092; H 0.1242

The following is a quantum chemistry calculation of a structure of composition C23H29Cl5GdNO2P2, from the Open Molecules 2025 dataset.

orbital gap (spin up / spin down): 6.007 / 5.193 eV
<S²>: 16.10
ΔE to the lowest compared entry with this formula, charge and spin: 2.0645 eV

ORCA input file:
```
! wB97M-V def2-TZVPD RIJCOSX def2/J DEFGRID3
* xyz 0 8
C -1.948 -3.313 -1.113
C -1.232 -2.089 -1.180
N -0.695 -1.548 -0.009
C -0.778 -2.269 1.134
C -1.390 -3.514 1.196
C -2.008 -4.031 0.060
C -1.064 -1.453 -2.431
P -0.058 -0.025 -2.759
Gd 0.623 0.523 -0.075
P -0.425 0.149 2.535
C -0.176 -1.675 2.406
C 0.243 2.839 -0.836
C 1.407 3.624 -0.532
C 1.497 4.244 0.712
C 0.504 4.062 1.685
C -0.609 3.264 1.428
C -0.777 2.661 0.155
O -4.588 0.189 -3.805
O -3.996 1.001 0.683
H -2.411 -3.666 -2.036
H -1.389 -4.040 2.150
H -2.526 -4.988 0.105
C 1.200 -0.562 -3.981
C -1.145 1.079 -3.741
H -0.658 -2.115 3.293
H 0.907 -1.892 2.453
H -5.164 0.659 -4.325
H -1.638 -1.885 -3.256
C 0.424 0.544 4.095
C -2.171 0.204 3.025
H 2.190 3.746 -1.286
H 2.349 4.887 0.934
H 0.599 4.567 2.647
H -1.377 3.128 2.194
H -1.721 2.154 -0.093
H 0.475 1.790 -1.412
H -4.326 0.287 0.102
H -4.723 1.385 1.048
H -4.867 -0.735 -3.881
H 0.101 2.418 -1.871
H 0.728 -0.688 -4.966
H 1.988 0.200 -4.051
H 1.650 -1.507 -3.653
H -0.847 1.023 -4.798
H -2.198 0.777 -3.645
H -1.034 2.117 -3.398
H -2.430 -0.710 3.578
H -2.339 1.078 3.668
H -2.821 0.300 2.139
H -0.050 0.021 4.938
H 1.486 0.270 4.037
H 0.357 1.628 4.254
Cl 2.773 1.427 1.719
C 3.517 -0.022 1.031
C 2.741 -0.747 0.143
C 3.226 -1.950 -0.359
Cl 2.196 -2.903 -1.372
C 4.522 -2.397 -0.026
Cl 5.116 -3.865 -0.666
C 5.327 -1.621 0.851
Cl 6.901 -2.133 1.253
C 4.812 -0.421 1.400
Cl 5.722 0.517 2.503
*
```

Computed Löwdin charges, given in elementary charges: C -0.0638; C -0.3991; N -0.0520; C -0.3602; C -0.0770; C -0.0825; C -0.3156; P 0.7783; Gd 1.1006; P 0.7923; C -0.2993; C -0.3567; C -0.1193; C -0.1500; C -0.1662; C -0.1456; C -0.2345; O -0.0194; O -0.0196; H 0.1047; H 0.1014; H 0.1056; C -0.2697; C -0.2410; H 0.0850; H 0.0954; H -0.0145; H 0.0584; C -0.2809; C -0.2564; H 0.1126; H 0.1085; H 0.0921; H 0.1042; H 0.0982; H -0.0701; H 0.0793; H -0.0075; H 0.0527; H 0.0546; H 0.0416; H 0.0389; H -0.0017; H 0.0430; H 0.0238; H 0.0261; H 0.0521; H 0.0499; H 0.0096; H 0.0525; H 0.0252; H 0.0430; Cl 0.7086; C -0.6811; C -0.3071; C -0.7047; Cl 0.7202; C -0.7077; Cl 0.6861; C -0.7084; Cl 0.6928; C -0.7126; Cl 0.6868

The following is a quantum chemistry calculation of a cluster of 2 separate species, C9H14O in total, from the Open Molecules 2025 dataset.

orbital gap (spin up / spin down): 10.178 / 6.630 eV
<S²>: 0.77
ΔE to the lowest compared entry with this formula, charge and spin: 0.7992 eV

ORCA input file:
```
! wB97M-V def2-TZVPD RIJCOSX def2/J DEFGRID3
* xyz 1 2
C 0.443 3.860 0.053
C 0.054 2.737 -0.925
H 0.054 3.728 1.080
H 1.479 4.133 0.072
H -0.077 4.792 -0.233
H -0.702 2.124 -0.460
H 0.942 2.251 -1.273
H -0.471 3.194 -1.777
C 2.566 -0.078 -0.117
C 0.295 0.050 0.909
C 1.162 -0.580 -0.078
C -0.992 -0.379 1.041
C 0.781 -1.718 -0.736
C -1.363 -1.537 0.326
C -0.477 -2.257 -0.495
O -2.679 -1.760 0.297
H 0.635 0.850 1.563
H -1.761 0.087 1.634
H 2.725 0.914 -0.563
H 3.325 -0.670 -0.642
H 1.474 -2.395 -1.214
H -0.888 -3.054 -1.102
H -2.897 -2.461 -0.326
H 3.031 0.100 0.867
*
```

Computed Löwdin charges, given in elementary charges: C -0.1554; C -0.1548; H 0.0658; H 0.0530; H 0.0717; H 0.0396; H 0.0394; H 0.0777; C -0.0147; C 0.0285; C -0.1726; C 0.0447; C 0.0208; C -0.2306; C 0.0721; O 0.1875; H 0.1427; H 0.1457; H 0.0989; H 0.0990; H 0.1418; H 0.1412; H 0.1448; H 0.1133